Molecular formula: C53H138N10O16
Method: DFT, wB97M-V/def2-TZVPD

```
217
Properties=species:S:1:pos:R:3:forces:R:3
C 0.770753 -0.433632 -6.603863 0.63 -1.04 -0.14
O -0.089098 -1.295103 -5.863753 -0.27 0.98 -0.71
C -1.467199 -0.960043 -6.045859 -0.13 -1.26 0.58
C -2.256144 -1.948500 -5.151272 -0.95 1.21 -0.79
C -3.754996 -1.594675 -5.206753 0.57 -0.06 0.20
N -1.758201 -1.849100 -3.774754 0.30 -0.50 -0.55
H 1.732738 -0.429794 -6.089177 -0.11 0.44 0.24
H 0.375362 0.565972 -6.786658 -0.08 0.08 0.37
H 1.021688 -0.874413 -7.574240 -0.37 -0.02 -0.20
H -1.650347 0.066855 -5.723466 -0.02 0.06 0.10
H -1.809236 -1.072058 -7.079245 0.26 0.05 -0.21
H -2.115157 -2.948956 -5.561850 0.22 -0.14 0.30
H -3.852809 -0.525880 -5.007062 -0.25 -0.03 0.28
H -4.268274 -2.208705 -4.466424 -0.15 0.19 0.06
H -4.234452 -1.742067 -6.174675 0.29 -0.20 -0.13
H -0.762324 -1.946278 -3.960235 0.26 -0.10 0.74
H -1.829320 -0.874384 -3.491272 -0.14 0.06 0.14
C 1.558290 -2.336142 7.920971 -0.67 0.01 -0.45
O 1.125011 -3.137002 6.837163 0.68 -0.15 -0.08
C -0.002385 -3.969479 7.054010 0.96 0.27 0.10
C 0.216994 -5.306212 6.358256 -0.62 -0.83 -0.64
C 0.417562 -5.241223 4.827927 0.49 0.49 1.24
N -0.926556 -6.201479 6.620276 -0.22 0.63 0.01
H 2.364408 -1.724078 7.521040 0.03 0.05 0.21
H 1.902964 -2.910614 8.784128 0.08 -0.19 -0.07
H 0.727512 -1.701326 8.243316 0.11 0.22 0.15
H -0.118001 -4.178729 8.122350 -0.12 0.11 0.10
H -0.868716 -3.403173 6.697116 -0.36 -0.40 -0.08
H 1.067378 -5.847529 6.777755 0.29 0.52 0.15
H 1.196027 -4.500172 4.637695 -0.06 0.04 -0.25
H -0.507154 -4.938898 4.336308 0.01 -0.15 -0.16
H 0.786420 -6.213121 4.507944 -0.30 0.01 -0.29
H -1.035072 -6.299944 7.625238 0.02 -0.18 0.06
H -1.738583 -5.656068 6.339134 -0.31 -0.36 -0.11
C 7.941230 -4.850559 7.252869 0.44 0.24 0.29
O 7.804646 -3.525033 6.740145 -0.80 -1.31 -0.19
C 7.811045 -3.569911 5.310227 1.02 0.89 0.92
C 7.502085 -2.167414 4.828212 -0.30 -0.20 -0.44
C 6.037972 -1.775973 5.140519 1.20 -0.32 -0.39
N 7.742201 -2.149692 3.380572 -0.41 0.45 0.02
H 7.830294 -4.843002 8.336276 -0.29 0.24 -0.05
H 8.946493 -5.249836 7.083546 0.12 0.09 -0.30
H 7.234742 -5.553976 6.809329 -0.21 0.12 -0.01
H 8.847663 -3.833639 5.069306 0.00 -0.06 -0.58
H 7.149970 -4.301734 4.838945 -0.29 -0.09 0.36
H 8.180555 -1.465704 5.321240 -0.02 -0.09 0.33
H 5.386695 -2.515783 4.673842 -0.13 -0.09 0.31
H 5.789114 -0.816154 4.686179 0.12 0.14 0.21
H 5.970113 -1.743238 6.226301 -0.50 0.02 -0.05
H 8.630784 -2.572475 3.141499 0.10 0.04 0.11
H 7.805541 -1.166631 3.141740 0.03 -0.08 -0.49
C -3.718679 2.304021 -2.211452 0.01 0.66 0.13
O -4.876792 3.076314 -1.930792 -0.44 0.17 -0.59
C -5.858445 2.329687 -1.238086 -0.19 -0.26 0.15
C -6.952031 1.680569 -2.116836 0.37 1.18 0.12
C -7.708792 2.619372 -3.062363 0.90 0.23 0.23
N -7.914818 1.026954 -1.252478 -0.15 -1.20 -0.15
H -3.000162 2.907398 -2.768098 -0.15 0.31 0.12
H -3.907469 1.443763 -2.858297 -0.16 -0.34 0.40
H -3.286112 2.086071 -1.232079 0.35 -0.71 -0.26
H -5.328786 1.578528 -0.643749 -0.29 -0.40 -0.07
H -6.361639 2.946121 -0.487566 0.08 0.48 -0.20
H -6.461622 0.954388 -2.770649 -0.07 -0.39 0.27
H -8.388936 1.960988 -3.603257 -0.09 0.37 -0.38
H -7.008866 3.140579 -3.718548 -0.21 -0.09 -0.26
H -8.275051 3.384072 -2.528250 -0.07 -0.10 0.13
H -8.574546 0.620849 -1.908014 -0.18 -0.43 0.35
H -8.488753 1.659226 -0.707300 0.35 0.44 0.00
C -5.242446 -1.404057 3.147858 0.17 0.09 1.37
O -3.934786 -1.633956 3.644091 0.26 -0.37 -0.28
C -2.918885 -1.436650 2.685726 -0.04 0.13 -0.53
C -1.551352 -1.769216 3.311137 -0.83 0.39 -0.26
C -1.057994 -0.583467 4.105174 1.00 -0.33 0.32
N -0.561573 -2.052135 2.277655 -0.94 -0.33 0.01
H -5.879630 -1.706214 3.980704 -0.21 -0.05 -0.18
H -5.503627 -2.008537 2.278687 0.20 0.21 -0.25
H -5.391147 -0.327113 3.036599 -0.13 -0.01 -0.61
H -3.110486 -2.000339 1.764671 0.04 -0.59 0.17
H -2.953000 -0.403737 2.314701 0.25 0.28 0.23
H -1.730377 -2.630041 3.962944 0.05 -0.01 0.17
H -0.706857 0.182853 3.411465 -0.25 0.20 0.00
H -0.160097 -0.937372 4.621369 0.00 0.25 0.34
H -1.748824 -0.163180 4.833184 -0.16 -0.13 -0.13
H 0.402100 -1.862577 2.541906 -0.19 -0.32 0.19
H -0.681922 -3.004028 1.961648 0.28 -0.03 -0.17
C 1.936735 4.219040 -5.529338 -0.56 0.56 0.12
O 1.581013 4.535990 -4.186153 0.46 -0.31 -0.48
C 2.566612 4.072543 -3.271371 -0.96 -0.91 0.12
C 1.976627 4.185349 -1.868079 0.75 1.88 -0.32
N 2.805045 3.509397 -0.892826 -0.28 0.00 1.36
C 2.233202 3.656512 0.487913 0.67 -1.05 -0.71
C 3.322540 3.300930 1.496680 0.22 -0.09 -0.88
O 4.347754 4.288587 1.397587 -0.68 -0.04 0.29
C 5.208618 4.310194 2.503198 -0.17 0.64 0.20
H 2.917487 4.628566 -5.778398 0.16 -0.20 -0.01
H 1.209235 4.694759 -6.187839 -0.04 0.15 0.13
H 1.872373 3.150686 -5.750637 0.31 -0.18 0.27
H 3.515386 4.590744 -3.431299 0.02 0.23 0.26
H 2.758983 3.002883 -3.420231 0.08 -0.10 -0.28
H 0.919248 3.923870 -1.863997 0.18 -0.73 0.04
H 1.948006 5.259239 -1.633017 -0.12 0.19 0.02
H 3.680508 4.014355 -0.795624 0.18 -0.03 -0.56
H 1.430165 2.918661 0.533578 -0.27 0.24 0.42
H 1.871798 4.667235 0.686906 -0.18 0.01 0.02
H 3.812351 2.367746 1.199657 -0.29 -0.30 0.01
H 2.925964 3.162566 2.505381 -0.03 0.41 0.12
H 5.615818 3.329872 2.765884 0.31 -0.04 -0.35
H 4.707043 4.671074 3.409439 -0.24 0.02 -0.01
H 5.950161 5.064687 2.243347 0.40 -0.38 0.21
C 2.734183 -1.310448 3.803423 -0.88 0.78 0.99
O 2.085152 -1.235730 2.556485 1.38 0.15 -0.27
C 2.329890 0.008827 1.879367 -1.59 -0.55 0.16
C 1.612765 -0.092544 0.538255 0.53 -0.09 -0.22
N 0.194236 0.190328 0.634021 0.26 1.09 -0.17
C -0.542493 0.009410 -0.624181 -0.15 0.64 1.43
C -0.204897 1.171398 -1.565951 -0.28 -0.16 -0.80
O -0.710033 0.936569 -2.877196 -0.20 -0.81 -0.04
C -0.257217 1.902863 -3.773857 -0.25 0.91 -0.05
H 3.757616 -0.930276 3.826360 0.14 -0.49 -0.50
H 2.607050 -2.304440 4.230040 0.36 -0.15 -0.29
H 2.206596 -0.653878 4.509339 -0.08 0.12 0.11
H 3.387454 0.266561 1.811218 0.12 -0.38 -0.06
H 1.810173 0.772064 2.469726 0.24 0.38 -0.01
H 1.783483 -1.083693 0.098635 0.11 -0.33 0.25
H 2.139191 0.566768 -0.158745 -0.33 0.38 0.01
H -0.243712 -0.368763 1.366201 0.24 -0.17 -0.52
H -1.583871 0.066543 -0.295741 -0.21 0.12 -0.44
H -0.430990 -1.018857 -0.982536 0.37 0.17 -0.79
H 0.869270 1.366978 -1.646940 0.17 -0.25 0.20
H -0.658728 2.129253 -1.290283 -0.02 -0.13 0.84
H -0.434392 2.918171 -3.399132 0.12 0.04 0.25
H -0.847108 1.884854 -4.691459 0.20 -0.51 -0.11
H 0.817009 1.818982 -3.961748 0.01 -0.13 -0.18
C -2.633442 2.561346 1.905360 -0.63 -0.52 0.93
O -2.536025 3.614475 2.871758 0.55 0.07 -0.79
C -1.762008 3.235654 4.003531 -0.43 -0.39 0.09
C -0.281139 3.090620 3.693097 -0.28 -1.23 -0.27
N 0.240629 4.355496 3.198376 0.12 -0.48 0.33
C 1.012920 5.057280 4.201630 0.45 1.06 -1.04
C 1.321356 6.490183 3.684523 -1.13 -0.46 1.11
O 0.172340 7.337198 3.872731 0.12 0.08 -0.43
C -0.265208 7.579649 5.203756 0.75 -0.47 -0.53
H -3.121539 2.871911 0.983671 0.16 0.58 0.13
H -3.296615 1.815948 2.358104 -0.02 -0.27 -0.14
H -1.695490 2.051738 1.675755 0.22 0.30 -0.04
H -2.209919 2.343793 4.455816 0.20 -0.28 -0.08
H -1.907842 4.028867 4.739689 0.09 0.17 -0.09
H -0.060720 2.251809 3.019564 -0.59 0.39 -0.91
H 0.230374 2.581399 4.519307 0.17 1.19 0.78
H -0.568186 4.910156 2.939370 0.05 0.13 -0.17
H 1.943930 4.498535 4.317613 0.05 0.12 0.38
H 0.483428 5.171014 5.152453 0.24 -0.31 0.25
H 1.478203 6.480336 2.608601 0.20 -0.03 0.03
H 2.184420 6.898064 4.216091 0.09 0.14 -0.02
H 0.595975 7.816365 5.835110 -0.03 0.14 0.17
H -0.752575 6.690137 5.607435 -0.23 0.15 0.18
H -0.950727 8.422321 5.167415 -0.03 -0.07 0.02
C -8.334030 -0.533615 -8.176147 0.20 0.42 -0.37
O -7.179491 0.221381 -7.841125 0.10 -0.73 0.42
C -6.866883 0.128796 -6.460741 -0.17 1.14 0.52
C -6.083488 1.376488 -6.060864 0.65 -0.32 0.74
N -4.733673 1.401082 -6.618000 -0.27 -0.39 -1.08
C -4.077776 2.713950 -6.599608 0.30 -1.52 0.23
C -2.667545 2.573257 -7.203755 -0.61 -0.44 0.04
O -2.812106 2.392123 -8.605720 0.36 0.49 0.18
C -1.566806 2.147219 -9.212890 0.13 -0.15 -0.44
H -9.208859 -0.096902 -7.687964 -0.11 -0.11 0.06
H -8.257972 -1.594130 -7.926897 0.15 -0.02 0.16
H -8.449557 -0.444259 -9.255491 -0.08 -0.03 0.03
H -6.348047 -0.774222 -6.129806 0.24 -0.20 -0.61
H -7.784323 0.141687 -5.861361 -0.24 0.07 -0.09
H -5.928216 1.353895 -4.976871 -0.30 -0.10 0.16
H -6.689463 2.272455 -6.234594 0.01 0.09 -0.44
H -4.798391 1.094868 -7.583781 0.07 0.01 -0.08
H -4.019965 2.907734 -5.526014 0.16 0.86 -0.12
H -4.692231 3.417777 -7.166274 0.29 0.56 0.23
H -2.155304 1.671031 -6.857491 -0.30 -0.08 0.51
H -1.998954 3.393468 -6.922193 -0.18 0.43 -0.37
H -0.823922 2.925029 -9.011566 -0.15 0.27 0.03
H -1.732492 2.080467 -10.287179 0.00 0.10 0.02
H -1.098471 1.206805 -8.901366 -0.24 -0.18 0.24
C 2.860371 -4.108870 1.387347 -0.03 0.80 0.03
O 4.072047 -4.757322 1.116908 0.46 0.08 -0.43
C 5.213833 -4.005761 1.515801 0.37 -0.24 -0.09
C 5.544972 -2.764513 0.683897 -1.37 -0.43 0.09
N 5.421204 -3.095541 -0.729213 0.13 0.51 -0.11
C 5.559512 -1.928308 -1.586938 0.82 0.12 -0.78
C 4.268633 -1.231019 -1.927151 -1.19 -0.25 0.27
O 3.613988 -1.981434 -2.952640 -0.05 0.20 -0.16
C 2.277403 -1.532914 -3.157646 0.54 -0.40 0.08
H 2.751787 -3.140785 0.883810 0.22 0.01 -0.29
H 2.795562 -3.836196 2.445848 -0.25 -0.38 0.18
H 2.027116 -4.718073 1.043320 0.14 -0.28 0.28
H 6.099521 -4.627558 1.381534 -0.32 -0.54 0.14
H 5.108601 -3.778406 2.579733 0.15 0.28 0.08
H 6.566080 -2.483525 0.936185 -0.02 0.11 -0.10
H 4.866536 -1.950773 0.979326 0.05 0.31 0.02
H 4.501315 -3.458025 -0.955104 0.04 -0.50 0.42
H 5.983681 -2.259025 -2.540206 0.03 0.04 -0.06
H 6.294902 -1.232030 -1.179145 -0.11 0.03 0.20
H 4.325280 -0.174411 -2.208344 0.44 0.03 -0.24
H 3.601343 -1.245923 -1.054673 0.11 0.03 0.23
H 2.275061 -0.458482 -3.360713 -0.23 0.12 0.10
H 1.678517 -1.786874 -2.281540 -0.19 0.31 0.17
H 1.841875 -2.060436 -4.005692 0.22 -0.01 -0.09
C -2.585253 -4.694283 0.356465 0.05 0.52 1.00
C -1.880610 -3.828518 -0.676146 -0.64 -1.60 -0.23
C -0.413180 -4.177299 -0.864924 -0.34 0.67 0.16
O -2.588465 -4.091710 -1.876104 -0.01 0.70 -0.31
H -2.161470 -4.499604 1.346417 0.10 -0.16 0.11
H -2.553640 -5.770549 0.191795 0.23 0.07 -0.37
H -3.632478 -4.400562 0.442782 -0.04 0.00 -0.20
H -1.984583 -2.783244 -0.368729 0.05 0.13 -0.08
H -0.046216 -3.547338 -1.678225 0.33 0.07 0.15
H -0.249926 -5.210391 -1.167386 -0.16 -0.09 0.24
H 0.077654 -3.934637 0.079843 0.50 -0.13 -0.21
H -2.366354 -3.355129 -2.472168 -0.08 -0.03 -0.41
```
Positions in Å, forces in eV/Å.

Properties
Multiplicity: 1
Structure (SMILES): COC[C@H](C)N.COC[C@H](C)N.COC[C@H](C)N.COC[C@H](C)N.COC[C@H](C)N.COCCNCCOC.COCCNCCOC.COCCNCCOC.COCCNCCOC.COCCNCCOC.CC(C)O
LUMO level in eV: 0.279
DFT total energy in Eh: -3853.16876
Kohn-Sham gap in Ha: 0.3230
Highest occupied orbital energy in eV: -8.5
Energy above the lowest of the compared OMol25 structures with the same formula, charge and spin in kJ/mol: 158.7
M in g mol⁻¹: 1171.7